No. 1
C13H20N4O2S2 | ωB97M-V with the def2-TZVPD basis set

Geometry as XYZ:
```
41
C13H20N4O2S2, DFT ωB97M-V with the def2-TZVPD basis set
C -2.42770 -2.91010 0.11500
O -1.99606 -1.89286 -0.76156
C -2.81081 -1.70473 -1.90355
C -4.02742 -0.80478 -1.64994
C -3.61558 0.63020 -1.33074
N -2.84134 0.65781 -0.11447
C -2.80366 1.69283 0.72251
S -3.63540 3.10250 0.52700
N -1.96037 1.57703 1.81444
N -1.53236 0.34118 2.27616
C -0.29269 -0.18332 2.01034
S 0.00325 -1.69405 2.60224
N 0.51759 0.62481 1.30592
C 1.83447 0.47338 0.86144
C 2.44390 1.59279 0.30327
C 3.74264 1.54059 -0.16735
C 4.46119 0.35205 -0.08946
O 5.74251 0.18296 -0.51625
C 6.41974 1.28590 -1.06691
C 3.84458 -0.77211 0.46173
C 2.55088 -0.71893 0.93078
H -1.68805 -2.95821 0.91274
H -3.41205 -2.69142 0.54336
H -2.47177 -3.87531 -0.39938
H -3.14064 -2.67779 -2.28979
H -2.16013 -1.23721 -2.64882
H -4.65135 -0.80458 -2.54348
H -4.61811 -1.20562 -0.82423
H -4.49118 1.27108 -1.19152
H -3.02430 1.04018 -2.15989
H -2.22938 -0.14479 0.01658
H -2.09885 2.30092 2.51388
H -2.17353 -0.26968 2.77019
H 0.11378 1.53494 1.10026
H 1.89657 2.52320 0.23595
H 4.17845 2.43187 -0.58982
H 7.41364 0.92299 -1.32375
H 5.92446 1.65207 -1.97224
H 6.50988 2.10428 -0.34510
H 4.40708 -1.69027 0.51305
H 2.09813 -1.59981 1.35142
```

Properties
Orbital gap   0.3179 Eh
HOMO   -0.2944 Ha
Structure (SMILES)   COCCCNC(=S)NNC(=S)Nc1ccc(OC)cc1
Total energy   -45530.8523 eV
Molecular weight   328.46 g mol⁻¹
LUMO   0.64 eV
ΔE to the lowest compared entry with this formula, charge and spin   21.5 kcal/mol

---

No. 2
C13H20N4O8P | ωB97M-V with the def2-TZVPD basis set

Geometry as XYZ:
```
46
C13H20N4O8P, DFT ωB97M-V with the def2-TZVPD basis set
C 2.68533 -3.55463 0.70147
C 2.91342 -2.06898 0.92286
O 2.85001 -1.74260 2.29279
P 1.66951 -0.66807 2.61041
C 2.47617 0.79458 3.28815
C 2.79587 1.89596 2.49854
O 3.12687 2.96260 3.03879
O 2.68575 1.78988 1.11203
C 2.25113 3.00710 0.54409
C 0.76133 3.16793 0.76175
O 0.81137 -0.32226 1.38199
O 0.67454 -1.20194 3.78645
C -0.43056 -0.33298 3.86559
C -1.46948 -0.80543 4.86855
H 2.87265 -3.85907 -0.32948
H 3.33920 -4.13221 1.35444
H 1.66384 -3.83018 0.96094
H 3.90790 -1.75339 0.56155
H 2.16983 -1.45466 0.38525
H 2.60233 0.84452 4.34788
H 2.83073 3.82137 1.00289
H 2.50698 2.97995 -0.52308
H 0.36066 4.07384 0.30337
H 0.23069 2.30207 0.35984
H 0.54661 3.19047 1.83097
H -0.04110 0.66597 4.12814
H -0.84927 -0.25665 2.84605
H -2.28110 -0.08650 4.99825
H -1.90481 -1.75464 4.55596
H -1.00238 -0.96669 5.83962
C 1.96280 -2.06339 -4.44067
O 2.16150 -0.73725 -4.82562
C 1.28283 0.10702 -4.15957
N 1.32150 1.38546 -4.48886
C 0.47021 2.17188 -3.79650
N 0.28616 3.50823 -3.86939
O -0.61024 3.89892 -2.97120
N -0.99003 2.76736 -2.33574
O -1.83460 2.71371 -1.39520
C -0.34656 1.64801 -2.81882
C -0.32794 0.28999 -2.56590
N 0.47354 -0.48582 -3.23759
H 2.62980 -2.70419 -5.02041
H 2.16775 -2.16061 -3.37211
H 0.92051 -2.32573 -4.63275
H -0.97060 -0.14396 -1.81520
```

Properties
Orbital gap   0.1441 Eh
HOMO   -0.1269 Ha
Total energy   -45431.8298 eV
Molecular weight   391.30 g mol⁻¹
Total charge   -1
LUMO   0.47 eV
ΔE to the lowest compared entry with this formula, charge and spin   21.3 kcal/mol

---

No. 3
C13H20NO | ωB97M-V with the def2-TZVPD basis set

Geometry as XYZ:
```
35
C13H20NO, DFT ωB97M-V with the def2-TZVPD basis set
C -1.57929 1.97987 0.94273
C -1.63629 0.63018 0.99926
N -2.51602 -0.18044 0.19497
C -2.68822 0.35504 -1.19077
C -3.87193 -0.30706 0.94666
C -2.07693 -1.61523 0.19107
C -0.69020 -1.62188 -0.50767
O 0.14032 -0.69972 0.07619
C 0.89457 0.17307 -0.69939
C 2.36062 0.09628 -0.39793
C 3.33855 -0.10966 -1.37544
C 4.71563 -0.07672 -0.94786
C 5.04206 0.35595 0.32999
C 4.07028 0.57414 1.25863
C 2.73375 0.48882 0.86524
H -0.83900 2.58978 1.45968
H -2.14121 2.57043 0.18920
H -0.98117 0.15778 1.61282
H -1.76451 0.88490 -1.49968
H -2.90968 -0.43670 -1.84741
H -3.49140 1.10959 -1.24409
H -3.72519 -0.05034 2.00123
H -4.61342 0.24612 0.45461
H -4.30532 -1.36311 1.07178
H -2.78378 -2.44966 -0.29807
H -2.00026 -1.85218 1.21495
H -0.42173 -2.68447 -0.31255
H -0.90693 -1.58883 -1.66842
H 0.80766 0.22996 -1.77833
H 0.85262 1.33238 -0.32832
H 3.00566 -0.48993 -2.35700
H 5.48685 0.02850 -1.70691
H 6.15376 0.37513 0.47727
H 4.42189 0.75315 2.27337
H 1.91824 0.59484 1.60017
```

Properties
Orbital gap   0.3353 Eh
HOMO   -0.4290 Ha
Structure (SMILES)   C=C[N+](C)(C)CCOCc1ccccc1
Total energy   -17332.4102 eV
Molecular weight   206.31 g mol⁻¹
Total charge   +1
LUMO   -2.55 eV
ΔE to the lowest compared entry with this formula, charge and spin   111.1 kcal/mol

---

No. 4
C13H20O2 | ωB97M-V with the def2-TZVPD basis set

Geometry as XYZ:
```
35
C13H20O2, DFT ωB97M-V with the def2-TZVPD basis set
C 3.70755 -1.14091 0.91336
C 3.47321 -0.86103 -0.41735
C 2.99365 -0.27988 1.79116
C 2.48853 -0.06026 -0.89651
C 2.07365 0.65217 1.40302
C 1.83535 0.77103 0.00769
C -1.59283 -0.64322 -2.15759
C -2.54177 -1.89547 -0.24871
C -0.81014 -0.07316 1.66999
C -2.31579 1.16815 0.20322
C -1.39318 -0.95680 -0.60961
C 0.69536 1.52411 -0.45341
C -1.21570 0.20808 0.25859
O 0.30665 2.62276 0.23280
O 0.43520 1.59735 -1.74767
H 4.57873 -1.57865 1.35385
H 3.93501 -1.48737 -1.24167
H 3.11314 -0.39995 2.86611
H 2.34470 0.05697 -1.98020
H 1.63682 1.23467 2.11111
H -1.34702 -1.44576 -2.84846
H -1.02090 0.25160 -2.32632
H -2.67715 -0.43285 -2.42490
H -2.67229 -2.21759 0.91673
H -3.56255 -1.48434 -0.39853
H -2.49701 -2.77149 -0.91412
H 0.35120 -0.33052 1.61424
H -0.83519 0.82557 2.35376
H -1.42866 -0.91378 1.98110
H -3.26315 1.13910 0.82056
H -2.07777 2.33208 0.47251
H -2.72760 1.23439 -0.77189
H -0.46249 -1.48670 -0.62452
H 0.84429 2.63061 1.00716
H -0.37182 2.21109 -1.91548
```

Properties
Orbital gap (alpha / beta)   0.2529 / 0.2550 Eh
HOMO (alpha / beta)   -0.2409 / -0.2440 Ha
Total energy   -17895.9353 eV
Molecular weight   208.30 g mol⁻¹
LUMO (alpha / beta)   0.33 / 0.30 eV
ΔE to the lowest compared entry with this formula, charge and spin   93.5 kcal/mol

---

No. 5
C13H21BCrF4NO3S4Se4 | ωB97M-V with the def2-TZVPD basis set

Geometry as XYZ:
```
52
C13H21BCrF4NO3S4Se4, DFT ωB97M-V with the def2-TZVPD basis set
Cr 0.37888 0.36240 -0.26077
C -2.85621 -3.83373 0.46638
C -3.72026 -3.12559 -0.57708
S -2.90444 -1.75987 -1.44614
C -3.74956 -0.31457 -0.79158
C -3.51831 -0.00300 0.67708
S -1.79271 0.27289 1.19059
C -1.66687 -0.76941 2.66067
C -1.47002 -2.26214 2.44971
S -2.99523 -3.21174 2.16516
H -1.80476 -3.80563 0.17488
H -3.15194 -4.88366 0.52062
H -4.64810 -2.76504 -0.12831
H -4.00184 -3.85171 -1.34401
H -4.82676 -0.41019 -0.95615
H -3.40521 0.50472 -1.41995
H -3.89410 -0.81563 1.29873
H -4.07161 0.90358 0.93209
H -2.54228 -0.55903 3.27858
H -0.80488 -0.36937 3.19136
H -1.02144 -2.67674 3.35477
H -0.78128 -2.44163 1.62105
Se 0.40433 -2.08830 -0.86106
Se 2.70169 -2.45811 -0.63074
Se 3.36302 -1.03185 -2.34133
Se 2.46654 0.96640 -1.51706
N 0.28754 2.55563 0.06804
C 0.23651 3.19864 1.35516
C -0.98571 3.62066 1.86585
C -1.03794 4.24453 3.10034
C 0.12044 4.45953 3.83566
C 1.33420 4.03676 3.32023
C 1.39698 3.40522 2.08334
S 0.02542 5.29461 5.42556
O -0.93260 4.50379 6.18987
O -0.45192 6.63435 5.10182
O 1.38661 5.25656 5.94590
H -0.50377 2.86441 -0.49009
H 1.11519 2.87168 -0.43300
H -1.88764 3.46137 1.28665
H -1.98425 4.57971 3.50243
H 2.22828 4.20940 3.90238
H 2.34580 3.06652 1.68409
F -1.06433 0.72764 -1.86410
B -1.62977 1.92175 -2.48091
F -2.32249 2.58145 -1.44025
F -0.60555 2.72246 -2.93466
F -2.49619 1.51931 -3.47155
C 1.30057 0.10394 1.56037
H 1.26326 -0.94401 1.86843
H 0.84112 0.74547 2.31531
H 2.34666 0.39500 1.45304
```

Properties
Orbital gap (alpha / beta)   0.2272 / 0.2315 Eh
HOMO (alpha / beta)   -0.0946 / -0.0988 Ha
Total energy   -366160.7483 eV
Multiplicity   4
Molecular weight   822.22 g mol⁻¹
Total charge   -2
LUMO (alpha / beta)   3.61 / 3.61 eV
ΔE to the lowest compared entry with this formula, charge and spin   0.0 kcal/mol

---

What did the first record say?
C13H20N4O2S2 | ωB97M-V with the def2-TZVPD basis set

Geometry as XYZ:
```
41
C13H20N4O2S2, DFT ωB97M-V with the def2-TZVPD basis set
C -2.42770 -2.91010 0.11500
O -1.99606 -1.89286 -0.76156
C -2.81081 -1.70473 -1.90355
C -4.02742 -0.80478 -1.64994
C -3.61558 0.63020 -1.33074
N -2.84134 0.65781 -0.11447
C -2.80366 1.69283 0.72251
S -3.63540 3.10250 0.52700
N -1.96037 1.57703 1.81444
N -1.53236 0.34118 2.27616
C -0.29269 -0.18332 2.01034
S 0.00325 -1.69405 2.60224
N 0.51759 0.62481 1.30592
C 1.83447 0.47338 0.86144
C 2.44390 1.59279 0.30327
C 3.74264 1.54059 -0.16735
C 4.46119 0.35205 -0.08946
O 5.74251 0.18296 -0.51625
C 6.41974 1.28590 -1.06691
C 3.84458 -0.77211 0.46173
C 2.55088 -0.71893 0.93078
H -1.68805 -2.95821 0.91274
H -3.41205 -2.69142 0.54336
H -2.47177 -3.87531 -0.39938
H -3.14064 -2.67779 -2.28979
H -2.16013 -1.23721 -2.64882
H -4.65135 -0.80458 -2.54348
H -4.61811 -1.20562 -0.82423
H -4.49118 1.27108 -1.19152
H -3.02430 1.04018 -2.15989
H -2.22938 -0.14479 0.01658
H -2.09885 2.30092 2.51388
H -2.17353 -0.26968 2.77019
H 0.11378 1.53494 1.10026
H 1.89657 2.52320 0.23595
H 4.17845 2.43187 -0.58982
H 7.41364 0.92299 -1.32375
H 5.92446 1.65207 -1.97224
H 6.50988 2.10428 -0.34510
H 4.40708 -1.69027 0.51305
H 2.09813 -1.59981 1.35142
```

Properties
Orbital gap   0.3179 Eh
HOMO   -0.2944 Ha
Structure (SMILES)   COCCCNC(=S)NNC(=S)Nc1ccc(OC)cc1
Total energy   -45530.8523 eV
Molecular weight   328.46 g mol⁻¹
LUMO   0.64 eV
ΔE to the lowest compared entry with this formula, charge and spin   21.5 kcal/mol

---

> What is the molecular weight in the fourth record?

208.30 g mol⁻¹